Molecular formula: C4H9O6
Method: DFT, ωB97M-V/def2-TZVPD

```
19
Properties=species:S:1:pos:R:3:forces:R:3:mulliken_spin:R:1
O 1.436708 1.857455 1.197175 -0.436 -1.090 -0.379 0.510
O -1.419067 -1.778790 -0.976337 -0.473 -1.626 0.913 0.000
O 0.643647 2.518702 -1.086646 2.895 -2.926 0.603 0.028
O -1.379326 -3.395276 0.460789 0.961 0.924 0.547 0.025
O 1.391674 0.173853 2.642607 -0.453 -1.006 -0.489 0.302
O -0.672674 0.541280 -2.141168 -1.253 0.368 -0.379 0.002
C 1.135017 0.668303 1.567139 1.621 2.110 2.431 0.027
C -0.937566 -2.305550 0.161139 -1.637 -1.603 -0.927 0.003
C 0.050853 -1.547902 0.994267 1.752 -0.157 1.221 0.021
C 0.298954 -0.109845 0.525679 0.064 -0.922 -2.028 0.110
H 0.862661 -0.051446 -0.488025 -0.898 -0.127 1.907 -0.006
H 0.109271 3.192876 -0.808219 -2.316 2.966 0.796 -0.001
H -0.147836 1.264369 -1.710707 -0.276 0.109 -0.432 0.000
H 1.070082 2.229554 -0.176765 -0.562 0.724 -1.998 -0.007
H -0.647439 0.432690 0.421287 0.331 0.095 0.032 -0.011
H -1.061299 -0.964271 -1.273784 0.946 2.016 -0.700 -0.001
H 1.038428 -2.109435 1.056930 -1.206 0.517 -0.469 -0.001
H -1.516752 0.966534 -2.431035 1.127 -0.551 0.252 0.000
H -0.255339 -1.583102 2.065673 -0.188 0.177 -0.899 -0.001
```
Forces are in eV/Å.

Frontier orbital gap (alpha / beta) (eV): 10.78 / 5.22
E (hartree): -609.1827
⟨S²⟩: 0.756
ΔE to the lowest compared entry with this formula, charge and spin (eV): 0.4922
Multiplicity: 2
HOMO level (alpha / beta) (eV): -10.574 / -10.435

=====

Molecular formula: C4H9OP
Method: DFT, ωB97M-V/def2-TZVPD

```
15
Properties=species:S:1:pos:R:3:forces:R:3:mulliken_charge:R:1
P -1.601362 -0.200113 0.419887 -2.180 -4.331 -1.011 0.220
O -1.407183 0.223412 -0.965674 -1.241 0.542 -1.576 -0.492
C 1.274616 -0.764276 -0.749152 -0.081 -0.222 -0.147 -0.701
C 0.389325 1.308688 0.122411 2.428 0.611 1.132 0.049
C 1.142239 0.245741 0.314617 0.096 1.494 0.183 -0.414
C -0.142662 2.490850 0.084004 0.077 0.882 -0.779 -0.461
H 1.503202 -0.214017 -1.703970 -0.291 -1.231 0.714 0.269
H -2.872299 -0.927822 0.721488 0.857 1.183 -0.306 0.061
H 1.752677 0.147704 1.217430 -0.565 0.089 -0.024 0.318
H 0.281750 -1.282164 -0.738070 1.253 0.035 -0.990 0.235
H 2.054786 -1.436753 -0.382663 -0.002 -0.209 -0.842 0.300
H 0.481656 3.366969 -0.299008 -1.289 -1.204 0.670 0.228
H -1.479671 0.644415 1.411536 0.006 1.521 2.037 0.111
H -1.241755 2.495291 0.212563 0.711 0.811 -0.054 0.199
H -0.829945 -1.344806 0.621128 0.222 0.030 0.992 0.077
```
Forces are in eV/Å.

Frontier orbital gap (eV): 9.85
SMILES string: O=[PH3].C=C=CC
E (hartree): -574.2594
ΔE to the lowest compared entry with this formula, charge and spin (eV): 3.2410
HOMO level (eV): -8.931

=====

Molecular formula: C4H9OP
Method: DFT, ωB97M-V/def2-TZVPD

```
15
Properties=species:S:1:pos:R:3:forces:R:3:mulliken_charge:R:1
P -2.034915 0.154452 -0.521121 3.319 0.385 1.647 0.110
O -0.742257 -0.097493 0.814581 -2.635 0.510 -1.917 -0.442
C -3.252572 -0.653111 0.121238 -0.497 0.408 -0.673 -0.535
C 1.298245 -0.968058 0.015897 0.041 0.577 -4.245 -1.082
C 0.601822 0.273857 0.553501 1.153 -1.530 1.410 0.522
C 0.699683 1.444098 -0.354894 -2.324 0.910 -0.786 -1.238
H 1.699693 1.667072 -0.610172 1.181 0.463 -0.028 0.442
H 0.178764 2.339310 0.159339 0.773 -1.229 -1.243 0.267
H 0.623933 -1.258018 -0.900450 1.171 -0.314 1.801 0.197
H -4.222556 -0.611983 -0.282940 -0.970 0.182 -1.019 0.290
H 1.454203 -1.690422 0.754929 -0.552 -1.437 0.969 0.337
H -3.250446 -1.179389 0.991488 0.417 -1.408 2.498 0.290
H 1.087232 0.356070 1.583390 -0.788 0.912 -1.074 0.242
H 2.326908 -0.895387 -0.468791 -1.086 0.751 0.689 0.332
H 0.191838 1.153895 -1.377099 0.798 0.821 1.971 0.269
```
Forces are in eV/Å.

Frontier orbital gap (eV): 9.79
SMILES string: C=POC(C)C
E (hartree): -574.3228
ΔE to the lowest compared entry with this formula, charge and spin (eV): 1.5159
HOMO level (eV): -9.302

=====

Molecular formula: C4H9OPS
Method: DFT, ωB97M-V/def2-TZVPD

```
16
Properties=species:S:1:pos:R:3:forces:R:3:mulliken_charge:R:1
S 2.941344 0.235023 -1.200156 0.077 -0.745 -0.238 -0.264
P 2.345657 -1.293794 0.197254 -1.403 1.326 0.132 0.042
O 0.884612 -0.613630 0.764462 0.137 -1.964 -1.697 -0.243
C -0.267183 -0.990454 -0.131075 -0.764 -0.870 5.413 -0.714
C -2.317657 0.044119 0.987236 -0.085 1.278 -0.062 -0.909
C -0.794527 1.380538 -0.366385 2.199 0.271 -0.503 -1.102
C -1.237698 0.087474 0.226446 0.443 -0.175 -1.674 0.808
H -2.890042 0.989286 1.025991 0.210 -0.680 0.313 0.188
H -2.590254 -0.720589 1.672123 -0.295 -0.872 0.014 0.317
H -0.330526 1.332242 -1.444817 -1.327 0.138 1.965 0.235
H -1.592263 2.052645 -0.183695 -0.681 1.149 -0.698 0.414
H 0.041522 1.763011 0.292627 -0.640 -0.414 -0.765 0.224
H 0.101504 -0.989090 -1.070682 0.690 0.396 -3.351 0.501
H -0.662755 -2.019285 0.095329 0.568 0.828 0.104 0.295
H 3.428949 -0.700731 -2.036335 -0.119 0.298 -0.169 0.146
H 2.939319 -0.556762 1.171677 0.991 0.036 1.214 0.062
```
Forces are in eV/Å.

Frontier orbital gap (eV): 10.08
SMILES string: C=C(C)COPS
E (hartree): -972.5367
ΔE to the lowest compared entry with this formula, charge and spin (eV): 2.3826
HOMO level (eV): -9.362

=====

Molecular formula: C4H9OPS
Method: DFT, ωB97M-V/def2-TZVPD

```
16
Properties=species:S:1:pos:R:3:forces:R:3:mulliken_charge:R:1
S 2.055435 0.301222 -1.387698 -0.042 -2.697 0.628 -0.220
P 0.448118 1.355628 2.149097 -3.183 -1.014 0.193 0.460
O 0.639046 1.563488 3.597418 0.568 -0.144 0.060 -0.604
C -0.873109 0.433391 1.493410 1.433 0.635 0.230 -0.457
C -0.410087 -1.125811 -0.494493 -1.481 -0.859 -2.917 -0.405
C -0.954135 0.215904 -0.000057 -1.072 0.533 0.112 -0.488
C 0.691014 -1.148419 -1.575457 2.197 1.552 0.796 -0.793
H 0.559763 2.552384 1.433692 0.332 -0.185 -0.619 0.083
H -2.027707 0.245252 -0.399102 1.328 0.471 0.942 0.285
H 1.310582 1.290831 -1.722632 -1.089 1.222 -0.545 0.111
H -0.429905 1.099457 -0.367847 0.015 -0.313 -0.830 0.243
H -0.088086 -1.802926 0.239932 0.426 -0.409 1.533 0.426
H 1.360565 -2.028155 -1.531646 -0.559 0.352 0.251 0.365
H -1.328858 -1.674936 -0.959883 1.590 0.710 0.595 0.261
H 0.469544 -1.017117 -2.609789 -0.918 0.045 -0.517 0.352
H -1.422180 -0.260194 2.135055 0.456 0.101 0.086 0.381
```
Forces are in eV/Å.

Frontier orbital gap (eV): 8.14
E (hartree): -972.5006
ΔE to the lowest compared entry with this formula, charge and spin (eV): 3.3637
HOMO level (eV): -8.720

=====

Molecular formula: C4H9OS
Method: DFT, ωB97M-V/def2-TZVPD

```
15
Properties=species:S:1:pos:R:3:forces:R:3:mulliken_charge:R:1
S 1.606715 0.450978 0.746323 -0.109 -0.333 0.075 -0.666
O -3.036727 1.154160 0.314137 0.104 -0.809 -0.137 -0.532
C 2.046373 -2.165569 -0.239110 -0.465 -0.939 -0.617 -1.046
C -1.695976 1.438669 0.112153 0.927 0.566 0.339 0.553
C -1.276971 2.709196 0.132323 -0.557 -0.277 0.224 -0.758
C 0.994621 -1.034706 -0.116648 0.056 -0.308 -0.622 -0.459
H -1.938523 3.560836 0.387810 0.383 -0.649 -0.431 0.241
H 3.060382 -1.836022 -0.516206 -0.405 0.180 0.475 0.282
H 1.771867 -2.904110 -1.029486 -0.125 0.432 0.068 0.329
H 0.089124 -1.507626 0.321360 0.339 0.302 0.269 0.208
H -0.890143 0.644226 0.066363 -1.319 0.648 -0.049 -0.214
H -3.198167 0.195710 0.281570 0.378 0.595 0.014 0.322
H 0.628513 -0.740488 -1.126315 0.474 -0.182 0.275 0.225
H -0.210929 2.851557 0.011930 -0.055 0.093 0.102 0.275
H 2.049839 -2.816811 0.653796 0.374 0.680 0.014 0.241
```
Forces are in eV/Å.

Frontier orbital gap (eV): 5.94
E (hartree): -631.2162
ΔE to the lowest compared entry with this formula, charge and spin (eV): 1.1119
Net charge: -1
HOMO level (eV): -2.425

=====

Molecular formula: C4H9OS
Method: DFT, ωB97M-V/def2-TZVPD

```
15
Properties=species:S:1:pos:R:3:forces:R:3:mulliken_charge:R:1
S -2.348913 1.355091 -0.122170 -0.096 0.127 0.016 -0.663
O 0.651439 1.778838 0.345067 -0.038 -0.326 0.052 -0.459
C -2.225771 0.881611 -1.889394 0.486 0.006 0.469 -0.618
C 0.994100 0.475991 0.289583 0.838 -1.372 -0.634 -0.259
C 1.209103 -0.349067 1.305704 -0.571 1.195 1.427 0.081
C 1.554605 -1.793844 1.258846 0.068 -0.250 -0.800 -0.961
H -1.256628 0.387568 -2.066564 -0.273 0.071 -0.122 0.123
H 1.638325 -2.126126 0.205515 -0.042 0.052 0.424 0.295
H -3.023332 0.181658 -2.131839 -0.035 -0.020 -0.188 0.207
H -2.284788 1.759377 -2.535621 -0.068 -0.076 -0.092 0.185
H 0.764990 -2.387597 1.734834 0.172 -0.009 -0.038 0.235
H 1.191809 -0.030169 -0.676235 -0.322 0.809 -0.224 0.193
H 2.510032 -2.023614 1.746925 -0.150 0.037 0.044 0.265
H -0.361158 1.800349 0.245993 -0.187 0.042 -0.195 0.093
H 0.986180 0.089941 2.289361 0.218 -0.286 -0.140 0.281
```
Forces are in eV/Å.

Frontier orbital gap (eV): 6.61
E (hartree): -631.2368
ΔE to the lowest compared entry with this formula, charge and spin (eV): 0.5512
Net charge: -1
HOMO level (eV): -2.707

=====

Molecular formula: C4H9P
Method: DFT, ωB97M-V/def2-TZVPD

```
14
Properties=species:S:1:pos:R:3:forces:R:3:mulliken_charge:R:1
P 2.259556 0.161981 0.905187 0.818 -2.303 -0.389 -0.048
C -0.741415 1.102141 0.046078 -0.898 -1.822 -0.270 -0.177
C -1.244764 0.022549 -0.188200 -0.262 0.488 0.140 -0.072
C -1.893317 -1.277095 -0.525310 0.498 -1.533 1.714 -0.945
C 1.845691 -1.054827 -0.209212 -0.702 0.901 -0.628 -0.465
H 1.080516 -1.013327 -1.085907 1.412 0.292 1.931 0.200
H 2.376815 -1.987441 -0.139393 0.065 -0.291 -0.140 0.279
H -0.912843 -1.592595 -2.860288 0.445 0.733 -4.261 -0.274
H -0.274404 2.000094 0.342612 0.122 0.356 -0.021 0.467
H -1.816458 -1.461506 -1.609361 -0.332 -0.043 0.865 0.147
H -1.420213 -2.188619 0.081112 -0.414 2.006 -1.463 0.258
H -0.867242 -1.412202 -3.768747 -0.141 -0.768 3.777 0.292
H -2.954048 -1.393084 -0.185068 0.736 0.753 -0.510 0.313
H 3.348591 -0.718154 1.577399 -1.346 1.230 -0.745 0.024
```
Forces are in eV/Å.

Frontier orbital gap (eV): 9.66
E (hartree): -498.9524
ΔE to the lowest compared entry with this formula, charge and spin (eV): 4.1133
HOMO level (eV): -9.425